(1)
# C10H40O10

10 unconnected molecules or ions with the total composition C10H40O10 in a non-equilibrium geometry (wB97M-V/def2-TZVPD, OMol25).

```
! RIJCOSX wB97M-V def2-TZVPD def2/J DEFGRID3
* xyz 0 1
C 0.5324 3.9925 -3.9519
O 0.8471 3.1565 -2.8635
H 1.4141 4.4757 -4.3644
H 0.0969 3.4187 -4.7881
H -0.2615 4.7166 -3.7430
H 0.0056 2.9647 -2.4296
C 4.8054 0.1014 -0.5321
O 3.5023 0.2933 0.0687
H 5.0644 -0.9061 -0.2069
H 4.7582 0.1258 -1.6216
H 5.5132 0.8427 -0.1704
H 3.4132 1.2173 0.3175
C -0.0567 1.0310 0.6215
O -0.8050 2.0745 1.2326
H 0.3915 1.4755 -0.2724
H 0.7402 0.6262 1.2465
H -0.6630 0.2124 0.2195
H -1.1392 1.7491 2.0786
C -0.6695 -0.1104 4.1613
O -2.0235 0.0119 3.7721
H -0.4358 -0.9609 4.8069
H -0.0640 -0.1575 3.2487
H -0.3245 0.7556 4.7292
H -2.3571 -0.8775 3.5956
C -3.0631 -0.6247 -2.2087
O -2.7227 -1.9925 -2.4375
H -3.1872 -0.1044 -3.1572
H -3.9802 -0.6239 -1.6149
H -2.2564 -0.0919 -1.6935
H -2.1349 -2.2742 -1.7237
C -3.1536 -1.9831 0.9170
O -2.8541 -2.3434 2.2706
H -2.5137 -1.1106 0.7734
H -2.8048 -2.6831 0.1638
H -4.2030 -1.7175 0.7967
H -3.0490 -3.2734 2.4175
C 0.0090 -3.3899 0.5387
O -0.4472 -2.4501 -0.4112
H 0.3457 -4.3278 0.0894
H 0.8578 -2.9756 1.0979
H -0.7869 -3.5740 1.2553
H 0.2888 -2.2189 -1.0087
C 3.2584 -1.2307 2.8220
O 3.8345 -1.9515 3.9039
H 3.5898 -1.6109 1.8542
H 2.1643 -1.2589 2.8351
H 3.5162 -0.1695 2.8436
H 3.1123 -2.4430 4.3009
C 1.6774 -0.4466 -2.5847
O 1.7950 -1.4330 -1.5720
H 0.9099 -0.7287 -3.3091
H 1.2885 0.4874 -2.1721
H 2.5848 -0.2796 -3.1660
H 2.4500 -1.0797 -0.9554
C -3.1440 3.3859 -1.0994
O -1.7391 3.3001 -1.2274
H -3.5974 2.3883 -1.1290
H -3.4093 3.8464 -0.1427
H -3.5637 3.9775 -1.9087
H -1.3565 2.7765 -0.5129
*
```

Output
F_max ... 1.45 eV/Å
E_LUMO ... 0.384 eV
SMILES ... CO.CO.CO.CO.CO.CO.CO.CO.CO.CO
Calculated total energy ... -1157.22424 a.u.
E_HOMO ... -9.93 eV
Frontier orbital gap ... 10.317 eV
Relative energy (zero: lowest compared OMol25 entry of this formula, charge and spin) ... 335.1 kJ/mol

***

(2)
# C10H40O10

10 unconnected molecules or ions with the total composition C10H40O10 in a non-equilibrium geometry (wB97M-V/def2-TZVPD, OMol25).

```
! RIJCOSX wB97M-V def2-TZVPD def2/J DEFGRID3
* xyz 0 1
C -0.5045 -0.6018 1.0092
O 0.0245 0.6669 1.0611
H -1.5777 -0.4776 0.8642
H -0.1459 -1.2334 0.1965
H -0.3980 -1.2300 1.8936
H -0.5447 1.3556 0.7101
C 1.7416 0.8615 -5.0904
O 1.0506 1.6087 -4.0760
H 0.9706 0.5634 -5.8009
H 2.3810 1.5975 -5.5779
H 2.4438 0.0905 -4.7734
H 1.1278 0.9940 -3.3427
C -4.9358 5.5130 -0.8902
O -5.2211 5.9232 0.4773
H -4.4904 6.3541 -1.4214
H -4.0821 4.8409 -0.8026
H -5.7904 5.0736 -1.4048
H -4.4159 5.7589 0.9735
C -2.6581 -4.6770 -6.3401
O -2.2124 -4.3339 -5.0180
H -2.3024 -4.0122 -7.1273
H -2.2806 -5.6858 -6.5071
H -3.7357 -4.6845 -6.5039
H -1.2540 -4.3895 -5.0134
C -5.2260 -3.7041 -0.1059
O -5.3256 -3.0164 -1.3994
H -6.0343 -4.4349 -0.1295
H -4.2228 -4.1141 -0.2231
H -5.3443 -3.0967 0.7915
H -4.6552 -3.2723 -2.0371
C 5.6847 2.4147 4.1501
O 4.7987 1.3483 3.9630
H 5.9258 2.8768 3.1928
H 5.2488 3.3022 4.6087
H 6.6733 2.2192 4.5656
H 4.2920 1.5037 3.1625
C 0.8139 -6.9406 6.2220
O -0.3630 -7.6109 5.7781
H 0.6249 -6.3905 7.1438
H 1.6153 -7.6451 6.4444
H 1.1334 -6.2712 5.4232
H -0.6791 -8.1811 6.4828
C 2.6902 7.3546 0.4683
O 2.3752 7.4026 1.8702
H 1.8911 6.8014 -0.0251
H 2.9311 8.3694 0.1518
H 3.5529 6.7003 0.3424
H 2.6907 8.2456 2.2040
C -0.9485 4.5029 5.1931
O -1.3801 5.0503 3.9238
H -1.2907 5.0762 6.0547
H -1.6389 3.6721 5.3387
H 0.0481 4.0616 5.2081
H -0.6968 5.7002 3.7439
C 3.7383 -5.3370 -5.3105
O 2.7095 -5.3356 -4.3239
H 3.7174 -4.3558 -5.7847
H 4.7479 -5.5333 -4.9493
H 3.5324 -6.0129 -6.1405
H 3.1797 -5.2258 -3.4942
*
```

Output
F_max ... 2.65 eV/Å
E_LUMO ... 0.176 eV
SMILES ... CO.CO.CO.CO.CO.CO.CO.CO.CO.CO
Calculated total energy ... -1157.10761 a.u.
E_HOMO ... -10.12 eV
Frontier orbital gap ... 10.295 eV
Relative energy (zero: lowest compared OMol25 entry of this formula, charge and spin) ... 641.3 kJ/mol

***

(3)
# C10H44N2O18

18 unconnected molecules or ions with the total composition C10H44N2O18 in a non-equilibrium geometry (wB97M-V/def2-TZVPD, OMol25).

```
! RIJCOSX wB97M-V def2-TZVPD def2/J DEFGRID3
* xyz 0 1
O -4.2450 -2.3541 2.3359
C -3.6271 -3.4744 1.6323
C -2.3269 -4.0419 2.4481
C -1.0600 -3.7061 1.4918
C -0.3390 -4.8610 0.7656
C 0.8568 -4.4899 -0.1719
C 1.2463 -2.9918 -0.3317
C 0.5041 -1.7852 0.4114
N 0.9568 -0.4335 0.1423
C 0.1411 0.4804 0.8723
C -1.0129 0.1141 1.8399
N -1.4323 -1.2201 2.0905
C -0.6690 -2.1774 1.3413
H -4.0474 -1.5413 1.8144
H -4.3497 -4.3255 1.3980
H -3.2938 -3.0516 0.6078
H -2.4993 -5.1683 2.5405
H -2.2154 -3.5623 3.4784
H -0.7298 -5.9147 0.9541
H 1.4092 -5.3300 -0.7136
H 2.1126 -2.7272 -1.0262
H 0.3671 1.6115 0.7268
H -1.5625 0.9632 2.3842
O 2.1901 2.1995 -1.9312
H 1.7648 1.4569 -1.4854
H 2.9045 2.4562 -1.3295
O -1.3896 -3.1949 -2.7371
H -1.0033 -3.2249 -3.6218
H -0.7455 -2.7051 -2.2140
O 2.7898 -0.9786 -2.5970
H 2.4244 -0.6914 -1.7522
H 2.3868 -0.3899 -3.2475
O 0.7280 -5.9728 -2.8381
H 0.0917 -5.2489 -2.7405
H 0.7134 -6.1711 -3.7837
O 0.3064 3.4866 1.9468
H 0.3431 2.9155 2.7268
H 1.1660 3.9262 1.9395
O -0.7989 3.2323 4.9741
H -1.1664 3.5226 5.8165
H -1.2065 3.8257 4.3233
O -2.5480 5.1171 3.6414
H -2.6583 5.3887 2.7264
H -2.9679 5.8226 4.1444
O -4.1550 6.7701 2.5760
H -4.7991 7.4857 2.6779
H -4.1584 6.5874 1.6278
O -4.0048 -2.5396 5.5799
H -4.1268 -2.2674 4.6589
H -4.4172 -1.8319 6.0893
O 2.7229 -4.5218 -4.5439
H 2.7586 -5.0802 -3.7560
H 3.5864 -4.0916 -4.5653
O 1.6278 3.5310 -4.5625
H 1.6687 2.9574 -3.7848
H 2.4884 3.9708 -4.5733
O 4.4909 3.9420 -4.0676
H 4.5613 3.0264 -4.3670
H 5.3985 4.1879 -3.8509
O 3.0368 1.9762 0.6232
H 3.5102 1.7420 1.4333
H 2.3974 1.2601 0.5103
O 2.8208 -8.1405 -1.4478
H 2.4634 -8.9938 -1.1742
H 2.0548 -7.6662 -1.7953
O 5.9094 1.1230 1.0452
H 5.3920 1.4372 0.2919
H 6.3399 0.3244 0.7161
O -5.6559 9.6215 2.6412
H -4.9951 10.3210 2.5655
H -6.4651 10.0891 2.8817
O 0.4238 3.5740 -7.6716
H 0.5898 3.5125 -6.7212
H 1.0544 2.9557 -8.0589
*
```

Output
F_max ... 5.84 eV/Å
E_LUMO ... -1.358 eV
Calculated total energy ... -1871.06763 a.u.
E_HOMO ... -8.71 eV
Frontier orbital gap ... 7.355 eV
Relative energy (zero: lowest compared OMol25 entry of this formula, charge and spin) ... 566.5 kJ/mol

***

(4)
# C10H48O14

A molecular structure, C10H48O14 in a non-equilibrium geometry (wB97M-V/def2-TZVPD, OMol25).

```
! RIJCOSX wB97M-V def2-TZVPD def2/J DEFGRID3
* xyz 0 1
O 8.7125 -18.0414 14.5868
H 8.1093 -18.7806 14.6641
H 9.4478 -18.3838 14.0785
O 13.9300 -17.2518 15.2490
H 14.5638 -16.6564 15.6490
H 14.4646 -17.8840 14.7688
O 14.2661 -16.4753 12.9026
H 13.8561 -16.7574 13.7202
H 13.5451 -16.1204 12.3826
O 10.5712 -20.2343 11.2575
H 11.3746 -20.7379 11.3888
H 10.6807 -19.8277 10.3979
O 11.7800 -17.4363 15.9402
H 11.3984 -17.8756 15.1802
H 12.7217 -17.4346 15.7687
O 14.2704 -21.0141 11.7263
H 13.5946 -21.6814 11.6078
H 13.9925 -20.2889 11.1667
O 14.9665 -20.8766 13.9492
H 14.8163 -21.0290 13.0163
H 14.1210 -21.0553 14.3608
O 11.0488 -20.6655 13.6308
H 11.4150 -20.5504 12.7539
H 10.3731 -21.3348 13.5226
O 14.9111 -17.7071 11.3170
H 15.2806 -17.0748 10.7007
H 14.7539 -17.2014 12.1144
C 12.5482 -17.6037 9.3036
C 11.5193 -17.7746 10.4468
O 11.1289 -16.4816 10.8485
H 12.1956 -16.8417 8.6085
H 12.8161 -18.5269 8.7898
H 13.4443 -17.1333 9.7085
H 11.9481 -18.3389 11.2749
H 10.6111 -18.2859 10.1276
H 10.6997 -16.0247 10.1214
C 17.0343 -17.5096 14.9712
C 16.2121 -18.7427 15.2846
O 15.0758 -19.0571 14.3662
H 18.0183 -17.5624 15.4371
H 16.6512 -16.5536 15.3279
H 17.2068 -17.4359 13.8974
H 15.8801 -18.5774 16.3096
H 16.9273 -19.5617 15.2088
H 14.9214 -20.0029 14.3081
C 13.1335 -19.1084 12.9770
C 11.8817 -18.2426 13.2528
O 11.1469 -18.6729 14.3366
H 13.6925 -19.3029 13.8923
H 13.7827 -18.6375 12.2388
H 12.9663 -20.0842 12.5209
H 11.2206 -17.9927 12.4229
H 12.3746 -17.3318 13.5926
H 11.1297 -19.6322 14.3045
C 9.2017 -17.8747 11.7326
C 8.3017 -18.1457 10.4996
O 7.6530 -19.4146 10.7297
H 9.3342 -16.7941 11.7876
H 10.1750 -18.3631 11.7785
H 8.7603 -18.2886 12.6392
H 8.9324 -18.1730 9.6110
H 7.4432 -17.4926 10.3426
H 6.8155 -19.2562 11.1714
C 12.5745 -19.7753 16.5532
C 12.4668 -21.0536 15.6818
O 12.8929 -20.7777 14.3436
H 11.8617 -19.0791 16.1113
H 13.5758 -19.3485 16.6124
H 12.2442 -20.0124 17.5645
H 11.4421 -21.4248 15.7003
H 13.1028 -21.8270 16.1126
H 12.0776 -20.8752 13.8462
*
```

Output
F_max ... 16.72 eV/Å
E_LUMO ... -0.720 eV
Calculated total energy ... -1462.28639 a.u.
E_HOMO ... -7.45 eV
Frontier orbital gap ... 6.727 eV
Relative energy (zero: lowest compared OMol25 entry of this formula, charge and spin) ... 2153.3 kJ/mol

***

(5)
# C10H4CaN2O4

A molecular structure, C10H4CaN2O4 in a non-equilibrium geometry (wB97M-V/def2-TZVPD, OMol25).

```
! RIJCOSX wB97M-V def2-TZVPD def2/J DEFGRID3
* xyz 2 1
O 3.7109 0.1958 -0.4415
C 2.6585 0.1301 -0.8973
Ca 0.2686 0.3438 -2.0165
O 3.7576 -4.4402 -0.3536
C 3.1297 -3.5410 -0.6712
C 2.2226 0.6607 -3.5196
O 3.0525 0.7703 -4.3026
C 0.2322 -1.9689 -3.0232
O 0.0812 -2.9334 -3.6404
N -3.6734 1.7185 4.2239
C -2.9597 1.4420 3.3255
C -2.0841 1.1024 2.2289
C -1.8917 2.0160 1.1840
C -1.0549 1.6583 0.1278
N -0.4280 0.4484 0.1183
C -0.6318 -0.4657 1.0973
C -1.4524 -0.1609 2.1767
H -2.3724 3.0040 1.1632
H -0.8870 2.3686 -0.7150
H -0.1259 -1.4430 0.9660
H -1.5526 -0.9056 2.9693
*
```

Output
F_max ... 5.79 eV/Å
E_LUMO ... -8.890 eV
Calculated total energy ... -1470.94345 a.u.
E_HOMO ... -17.13 eV
Frontier orbital gap ... 8.242 eV
Relative energy (zero: lowest compared OMol25 entry of this formula, charge and spin) ... 10.9 kJ/mol